The following is a quantum chemistry calculation of a 2-piece molecular cluster, C4H12O overall at a distorted geometry, from the OMol25 dataset.

Output
**2S+1**: 1
**E**: -234.8048 Eh
**E_LUMO**: 0.99 eV
**Highest occupied orbital energy**: -10.437 eV
**Orbital gap**: 11.4 eV

Atoms and positions in Å:
O 1.885 0.509 0.334
C 0.818 0.422 -0.588
C -1.747 0.071 1.394
C -2.121 -1.346 0.906
C 1.316 0.341 -2.030
H 0.276 -0.512 -0.468
H 0.618 -0.036 -2.779
H 0.144 1.256 -0.396
H -0.694 0.086 1.672
H -2.440 0.316 2.197
H 2.410 1.302 0.151
H -2.688 -1.902 1.642
H 2.218 -0.278 -1.988
H 1.649 1.298 -2.439
H -1.812 0.872 0.657
H -1.220 -1.870 0.603
H -2.651 -1.319 -0.048

=====

The following is a quantum chemistry calculation of a 2-piece molecular cluster, C4H12O2 overall at a distorted geometry, from the OMol25 dataset.

Output
**2S+1**: 1
**E**: -309.9832 Eh
**E_LUMO**: 0.66 eV
**Highest occupied orbital energy**: -9.775 eV
**Orbital gap**: 10.4 eV

Atoms and positions in Å:
O -0.633 -0.423 -0.485
O 3.088 -4.104 -3.581
C 0.124 1.759 -0.848
C -0.276 0.652 0.291
C -1.041 1.149 1.518
C -1.123 -0.053 2.547
H -0.624 1.986 1.878
H -0.144 -0.346 2.596
H 2.192 -4.118 -3.714
H -1.360 -0.932 2.015
H 0.721 0.347 0.580
H -0.451 1.716 -1.668
H 3.161 -3.111 -3.364
H -2.092 1.461 1.067
H -1.468 -0.629 -0.780
H 0.141 2.796 -0.390
H -1.429 0.217 3.443
H 1.215 1.632 -1.104

=====

The following is a quantum chemistry calculation of a 3-piece molecular cluster, C4H12O2 overall at a distorted geometry, from the OMol25 dataset.

Output
**2S+1**: 1
**E**: -310.0401 Eh
**E_LUMO**: 0.87 eV
**Highest occupied orbital energy**: -9.159 eV
**Orbital gap**: 10.0 eV

Atoms and positions in Å:
O -2.007 1.413 -1.846
O 0.790 -1.913 2.356
C 0.135 -0.510 -0.461
C 0.409 0.587 0.221
C 1.036 -1.168 -1.459
C -0.474 1.377 1.142
H -1.094 0.684 1.721
H 0.502 -1.753 -2.208
H 1.421 1.001 0.236
H 1.337 -2.636 2.670
H -0.903 -0.831 -0.480
H 1.272 -1.527 1.612
H 0.017 2.051 1.833
H 1.587 -0.424 -2.028
H -2.307 1.194 -0.929
H -2.294 2.351 -1.918
H 1.790 -1.839 -1.038
H -1.219 1.943 0.575

=====

The following is a quantum chemistry calculation of a 2-piece molecular cluster, C4H12O2 overall at a distorted geometry, from the OMol25 dataset.

Output
**2S+1**: 1
**E**: -310.0327 Eh
**E_LUMO**: 0.75 eV
**Highest occupied orbital energy**: -10.092 eV
**Orbital gap**: 10.8 eV

Atoms and positions in Å:
O 1.730 -1.933 -1.502
O -0.029 2.949 1.009
C -0.417 2.877 2.345
C -0.293 -2.837 -2.383
C 1.056 -2.208 -2.709
C -0.664 1.438 2.793
H 0.916 -1.211 -3.128
H -0.988 -2.567 -3.179
H 0.179 0.757 2.674
H -1.442 0.961 2.197
H 0.437 3.255 2.908
H -0.951 1.615 3.829
H -0.348 -3.917 -2.243
H -1.307 3.462 2.574
H 1.439 -1.075 -1.187
H 1.623 -2.908 -3.322
H -0.292 3.832 0.737
H -0.647 -2.490 -1.413

=====

The records above give, respectively, relative energy (zero: lowest compared OMol25 entry of this formula, charge and spin) values of 17.44, 56.31, 20.62, 25.27 kcal per mole.